No. 1
{
  "formula": "C5H10O2",
  "method": "ωB97M-V with the def2-TZVPD basis set",
  "species": ["C", "C", "C", "C", "C", "O", "H", "H", "H", "H", "H", "H", "H", "H", "O", "H", "H"],
  "xyz": [[0.795, -1.676, -0.221], [-0.681, -1.486, 0.177], [-0.532, -0.009, -0.194], [0.980, -0.153, -0.402], [-1.439, 0.943, -0.834], [-1.150, 1.024, 0.564], [1.466, -2.103, 0.525], [0.868, -2.265, -1.139], [-1.391, -2.060, -0.422], [-0.945, -1.600, 1.235], [1.553, 0.369, 0.372], [1.317, 0.182, -1.387], [-2.471, 0.705, -1.091], [-0.981, 1.729, -1.434], [1.056, 2.462, 1.286], [1.426, 1.749, 1.816], [0.130, 2.189, 1.149]],
  "forces_ev_per_a": [[0.46, -0.38, 0.18], [-0.50, 0.27, 0.00], [-0.10, -0.16, -0.05], [-0.37, 0.32, -0.22], [0.02, 0.02, -0.31], [-0.09, 0.04, 0.13], [-0.20, -0.14, -0.04], [0.20, 0.21, 0.08], [-0.01, 0.09, 0.09], [0.25, -0.05, -0.17], [-0.04, -0.39, -0.33], [0.09, -0.01, 0.19], [0.20, -0.12, 0.14], [-0.12, -0.05, 0.08], [-0.02, 0.18, 0.16], [0.00, 0.18, 0.11], [0.22, 0.00, -0.03]],
  "e_above_lowest_ev": 2.851,
  "orbital_gap_ha": 0.4141,
  "energy_ha": -346.92066,
  "max_force_ev_per_a": 0.6,
  "smiles": "C1CC2(C1)CO2.O"
}

No. 2
{
  "formula": "C5H10O2",
  "method": "ωB97M-V with the def2-TZVPD basis set",
  "species": ["C", "O", "C", "C", "C", "C", "O", "H", "H", "H", "H", "H", "H", "H", "H", "H", "H"],
  "xyz": [[-2.146, 0.167, -0.199], [-1.151, 0.986, 0.392], [0.336, 1.091, -0.662], [0.975, -0.149, -0.832], [2.060, -0.601, 0.135], [0.816, -1.155, 0.676], [0.134, -0.632, 1.631], [-2.714, 0.768, -0.915], [-2.817, -0.202, 0.583], [-1.695, -0.692, -0.715], [-0.173, 1.532, -1.515], [0.784, 1.825, 0.005], [0.816, -0.711, -1.746], [2.779, -1.295, -0.296], [2.516, 0.199, 0.718], [0.551, -2.160, 0.314], [-0.646, 0.344, 1.101]],
  "forces_ev_per_a": [[-0.18, -0.03, -0.10], [0.04, -0.04, 0.10], [0.14, 0.03, -0.05], [-0.14, 0.23, -0.30], [0.02, -0.05, 0.12], [0.13, -0.22, 0.05], [0.05, 0.04, -0.04], [0.07, -0.09, 0.08], [0.09, 0.02, -0.13], [-0.06, 0.10, 0.10], [0.07, -0.11, 0.12], [-0.07, -0.13, -0.08], [0.02, 0.08, 0.16], [-0.14, 0.09, 0.07], [-0.10, -0.10, -0.08], [0.02, 0.18, 0.06], [0.02, -0.02, -0.06]],
  "e_above_lowest_ev": 4.288,
  "orbital_gap_ha": 0.3335,
  "energy_ha": -346.86784,
  "max_force_ev_per_a": 0.4
}

No. 3
{
  "formula": "C5H10O2Se",
  "method": "ωB97M-V with the def2-TZVPD basis set",
  "species": ["O", "C", "C", "Se", "C", "C", "C", "O", "H", "H", "H", "H", "H", "H", "H", "H", "H", "H"],
  "xyz": [[-2.616, 0.230, 1.448], [-1.335, -0.350, 1.545], [-0.758, -0.306, 0.154], [-0.882, 1.550, -0.508], [0.769, 1.225, -1.561], [1.109, -0.251, -1.407], [0.701, -0.681, 0.003], [1.420, 0.024, 0.991], [-2.975, 0.369, 2.328], [-0.679, 0.233, 2.203], [-1.393, -1.384, 1.919], [-1.440, -0.929, -0.617], [1.547, 1.860, -1.141], [0.598, 1.503, -2.600], [0.552, -0.851, -2.129], [2.177, -0.417, -1.575], [0.840, -1.767, 0.142], [2.364, -0.057, 0.804]],
  "forces_ev_per_a": [[-0.51, 0.05, 0.13], [0.45, -0.13, 0.04], [-1.73, -0.89, -1.82], [0.29, -0.11, -0.36], [-0.19, 0.33, 0.16], [-0.03, 0.05, 0.24], [-0.16, -0.40, -0.40], [0.51, 0.09, 0.23], [0.02, 0.00, 0.00], [-0.10, -0.11, -0.02], [0.04, 0.09, -0.09], [1.63, 1.08, 1.94], [-0.01, -0.04, -0.06], [0.02, 0.00, 0.06], [0.03, -0.05, -0.02], [0.01, -0.09, -0.02], [-0.08, 0.14, -0.07], [-0.18, -0.01, 0.07]],
  "e_above_lowest_ev": 0.000,
  "orbital_gap_ha": 0.3164,
  "energy_ha": -2748.40032,
  "max_force_ev_per_a": 2.8,
  "smiles": "OC[C@H]1[Se]CC[C@H]1O"
}

No. 4
{
  "formula": "C5H10O3Si",
  "method": "ωB97M-V with the def2-TZVPD basis set",
  "species": ["C", "C", "C", "C", "C", "O", "O", "O", "Si", "H", "H", "H", "H", "H", "H", "H", "H", "H", "H"],
  "xyz": [[-2.761, -2.519, 1.476], [-2.346, -1.503, 0.955], [-1.684, 1.995, -0.989], [1.930, 0.768, 2.108], [1.473, -1.467, -1.914], [-0.484, 1.735, -0.307], [1.571, 0.556, 0.772], [0.598, -0.447, -1.459], [0.273, 0.355, -0.159], [-3.378, -3.233, 1.873], [-1.677, 2.563, -1.951], [-2.431, 2.431, -0.303], [-2.273, 1.100, -1.240], [2.351, 1.791, 2.169], [2.697, 0.021, 2.452], [1.021, 0.697, 2.736], [2.183, -0.996, -2.644], [0.920, -2.060, -2.546], [2.018, -1.788, -1.028]],
  "forces_ev_per_a": [[0.45, 1.25, -0.63], [2.11, 1.37, -0.74], [-3.06, -0.25, -0.55], [0.02, 0.28, 1.30], [2.00, 2.79, 0.30], [-0.17, 0.36, -0.35], [-0.69, -1.05, -1.17], [-0.75, 0.39, -0.53], [0.31, -0.31, 1.16], [-0.94, -1.53, 0.80], [0.98, -0.11, 1.03], [0.80, 0.53, -0.09], [0.77, -0.42, -0.02], [-0.18, -0.59, 0.18], [-0.80, 0.67, -0.50], [0.69, 0.06, -0.07], [-0.24, -0.11, 0.92], [-1.23, -2.29, -0.48], [-0.06, -1.03, -0.53]],
  "e_above_lowest_ev": 6.247,
  "orbital_gap_ha": 0.2700,
  "energy_ha": -711.59051,
  "max_force_ev_per_a": 3.4
}

No. 5
{
  "formula": "C5H10O3Yb",
  "method": "ωB97M-V with the def2-TZVPD basis set",
  "species": ["O", "C", "C", "O", "C", "C", "O", "C", "Yb", "H", "H", "H", "H", "H", "H", "H", "H", "H", "H"],
  "xyz": [[2.194, 1.762, -0.853], [2.823, 0.935, 0.015], [2.224, -0.414, 0.113], [1.035, -0.498, -0.541], [0.068, -1.523, -0.292], [-1.125, -0.885, 0.383], [-1.410, 0.335, -0.307], [-2.722, 0.846, -0.073], [0.271, 1.656, -0.861], [3.832, 0.813, -0.424], [2.356, -1.090, 0.960], [0.488, -2.324, 0.327], [-0.207, -1.896, -1.285], [-0.930, -0.666, 1.444], [-1.987, -1.563, 0.314], [-2.744, 1.878, -0.436], [-3.449, 0.246, -0.636], [-2.951, 0.809, 1.001], [2.233, 1.577, 1.150]],
  "forces_ev_per_a": [[-1.53, 0.96, -2.57], [-1.36, -0.11, 2.19], [1.11, -0.54, 0.61], [-1.17, 1.43, -0.41], [-0.50, -0.69, -0.14], [0.06, -1.14, 0.65], [0.75, 0.33, -0.22], [-1.22, 0.08, 0.21], [0.16, -0.02, -0.42], [0.57, 0.62, 2.08], [0.25, 0.15, -0.36], [-0.04, 0.15, -0.23], [0.09, -0.14, 0.30], [-0.09, 0.03, -0.22], [0.15, 0.20, 0.02], [-0.13, -0.04, 0.06], [0.16, 0.21, 0.15], [0.05, 0.12, -0.31], [2.69, -1.60, -1.40]],
  "e_above_lowest_ev": 1.940,
  "multiplicity": 3,
  "s2": 2.01,
  "orbital_gap_ha": [0.2096, 0.2776],
  "energy_ha": -1580.12516,
  "max_force_ev_per_a": 3.4,
  "total_charge": 2
}

No. 6
{
  "formula": "C5H10O4",
  "method": "ωB97M-V with the def2-TZVPD basis set",
  "species": ["C", "C", "O", "C", "C", "O", "O", "H", "H", "H", "H", "H", "H", "H", "H", "C", "O", "H", "H"],
  "xyz": [[0.185, -2.615, 0.546], [0.951, -1.412, 0.106], [2.123, -1.388, -0.149], [0.027, -0.105, -0.238], [0.569, 0.566, -1.492], [-1.288, -0.485, -0.243], [0.406, 0.460, 1.028], [-0.468, -2.351, 1.375], [0.863, -3.412, 0.852], [-0.460, -2.936, -0.268], [0.545, -0.139, -2.321], [-0.055, 1.421, -1.734], [1.596, 0.894, -1.359], [-1.847, 0.319, -0.173], [1.350, 0.677, 1.050], [-1.102, 2.592, 0.753], [-2.106, 2.139, 0.269], [-0.340, 3.122, 0.156], [-0.948, 2.654, 1.840]],
  "forces_ev_per_a": [[0.28, -0.08, 0.86], [-2.02, 0.04, -2.69], [0.61, 0.21, 0.47], [3.18, -3.30, 0.64], [-0.59, 0.39, 0.47], [-0.27, 0.92, 0.16], [-0.96, 2.06, 0.70], [-0.10, -0.03, 0.03], [-0.04, 0.05, -0.12], [0.00, 0.00, -0.13], [-0.10, -0.02, 0.06], [-0.05, 0.19, -0.19], [0.06, -0.05, 0.10], [0.24, -0.50, -0.13], [-0.18, -0.17, -0.35], [-0.26, 0.92, 0.40], [0.16, -0.11, -0.11], [0.07, -0.27, -0.19], [-0.02, -0.26, 0.02]],
  "e_above_lowest_ev": 2.243,
  "orbital_gap_ha": 0.3526,
  "energy_ha": -497.42595,
  "max_force_ev_per_a": 4.6,
  "smiles": "CC(=O)C(C)(O)O.C=O"
}